18
Properties=species:S:1:pos:R:3 method="wB97M-V/def2-TZVPD" homo_ev="-14.34 / -14.35" lumo_energy_ev="-5.2 / -8.0" spin_multiplicity=2 total_energy_ev=-8889.4718 s_squared=0.776 charge=+1
N -0.66056 -2.47952 1.26295
C -0.15958 -1.42014 0.41858
C 1.03207 -1.34733 -0.36189
C 1.31779 -0.09138 -1.10582
C 1.12784 1.18567 -0.75467
C 1.74132 2.39825 -1.32762
H -0.43061 -2.61787 2.17427
H -0.52757 -3.49375 0.78368
H -0.94234 -0.60024 0.14962
H 1.67342 -2.19985 -0.67604
H 1.69580 -0.11574 -2.13114
H 0.40390 1.33379 0.13016
H 0.99298 3.03450 -1.92649
H 2.21166 3.15999 -0.53742
H 2.60119 2.14784 -2.12880
H -2.76813 0.58459 1.07411
H -3.26757 2.10904 1.28131
O -3.42192 1.20798 1.46933